(1)
22
Properties=species:S:1:pos:R:3:forces:R:3 method="wB97M-V/def2-TZVPD" smiles="C=CC(=C)[Si](C)(C)C" e_lumo_ev=0.938 homo_energy_ev=-9.12
C -2.020747 -1.881981 0.584117 -2.19 -1.76 0.01
C -2.222240 -0.634775 0.198502 2.49 -1.41 0.82
C -1.049438 0.211497 0.547728 -0.82 3.36 2.87
C -1.255175 1.045203 1.672687 -0.84 -0.91 -1.37
Si 0.657207 0.174492 -0.348812 1.07 1.71 0.79
C 1.372787 1.980131 -0.232004 0.25 -0.08 -0.73
C 0.417391 -0.163359 -2.198162 1.72 1.46 0.94
C 1.940912 -0.985404 0.494398 -0.91 1.62 1.59
H -2.736251 -2.705852 0.507669 -0.38 0.51 -0.51
H -1.246438 -2.262759 1.192897 1.46 0.38 0.32
H -3.106147 -0.350336 -0.292966 -0.81 0.67 -0.67
H -0.521359 1.767877 2.076686 -0.13 -0.71 -0.45
H -2.276699 1.116267 2.265692 2.05 -0.48 -1.53
H 0.602461 2.715157 0.061532 0.27 -0.26 -0.43
H 2.285173 2.233245 0.358704 -0.68 -0.67 -0.21
H 1.675219 2.122292 -1.309339 -0.36 0.39 0.97
H 1.186491 0.203292 -2.920632 -0.46 -0.28 0.86
H 0.326294 -1.189129 -2.249934 -0.24 -2.42 -0.62
H -0.509004 0.262756 -2.430833 -1.51 0.70 -0.65
H 2.268230 -1.669569 -0.216747 0.80 -1.40 -1.19
H 2.832677 -0.458780 0.962779 -1.27 -0.52 -0.63
H 1.378657 -1.530265 1.276040 0.51 0.11 -0.19

(2)
23
Properties=species:S:1:pos:R:3:forces:R:3 method="wB97M-V/def2-TZVPD" e_lumo_ev="0.826 / -3.458" homo_energy_ev="-4.73 / -10.42" multiplicity=3 s2=2.0035
B 0.435431 1.319385 0.025057 1.29 2.08 -0.43
C 1.828453 0.718439 -0.220601 0.41 -0.77 -0.97
C 1.667559 -0.730613 0.140582 -1.22 -1.81 1.28
C -0.697474 0.120536 0.333668 -0.42 -3.89 0.67
C 0.137564 -1.148073 -0.185287 1.44 0.48 -3.39
C -0.171834 2.792816 -0.173619 -2.63 -1.15 3.97
C -2.061787 0.183004 -0.176832 -1.39 0.04 -0.91
C -0.232621 -2.622444 0.261486 -0.58 0.71 1.09
H 2.231884 0.815944 -1.243961 -0.46 -0.05 -0.27
H 2.646550 1.096294 0.344058 0.64 0.71 0.97
H 2.430947 -1.430322 -0.231589 -0.45 0.16 -0.44
H 1.806309 -0.824991 1.258077 -0.44 0.08 -0.82
H -0.786122 -0.109977 1.388635 0.18 0.91 1.01
H -0.040929 -1.070828 -1.354615 0.71 -0.25 2.07
H -0.374088 3.400189 0.784110 0.49 -0.90 -0.87
H -1.145508 2.737340 -0.589820 -0.88 0.21 -0.94
H 0.470094 3.359256 -0.720443 2.09 1.36 -2.00
H -2.587441 1.063222 0.205009 -0.29 -0.45 0.54
H -2.541418 -0.819010 0.141316 0.31 1.58 -0.45
H -2.157093 0.331881 -1.267361 0.34 -0.57 0.23
H -0.384792 -2.595435 1.351980 -0.05 -0.22 -0.18
H 0.562929 -3.326445 0.097260 1.16 0.29 -0.06
H -1.036613 -3.260168 -0.167110 -0.28 1.47 -0.11

(3)
25
Properties=species:S:1:pos:R:3:forces:R:3 method="wB97M-V/def2-TZVPD" e_lumo_ev=-3.490 homo_energy_ev=-14.13 charge=+1
C -1.414685 -1.554100 -0.388133 0.22 -0.57 -0.14
C -0.014590 -2.169278 -0.191612 -0.62 -0.19 0.12
C -2.305194 0.733557 -0.511994 -0.27 0.16 0.09
C 0.634495 -0.001002 0.134609 -0.85 0.87 -0.25
C 0.830795 0.017509 1.620009 0.19 -0.29 0.05
C 2.530399 1.522890 -0.447652 -0.18 -0.05 0.00
C 1.028012 1.243476 -0.608793 0.17 -0.08 -0.15
N -1.340828 -0.175457 0.104826 0.22 -0.05 0.41
O 0.837253 -1.101692 -0.561739 0.62 -0.02 -0.09
Br -4.149111 0.296928 0.087619 0.81 0.19 -0.30
H -1.635929 -1.529361 -1.458281 -0.06 0.07 0.16
H -2.178439 -2.137621 0.125019 -0.02 0.08 -0.05
H 0.155084 -2.498226 0.836769 0.05 0.04 -0.11
H 0.173670 -2.996115 -0.873790 -0.02 0.09 0.08
H -2.279569 0.655247 -1.600104 0.01 -0.07 0.24
H -2.111372 1.759612 -0.199261 -0.06 -0.18 0.00
H 0.470742 0.946702 2.051607 -0.06 0.09 -0.02
H 1.908790 -0.031915 1.791025 0.01 0.01 0.00
H 2.812133 2.333348 -1.112595 0.04 0.06 -0.02
H 3.109064 0.644400 -0.716352 0.14 -0.07 -0.02
H 2.771613 1.818512 0.568896 0.08 0.02 0.08
H 0.814109 1.103379 -1.669659 -0.15 -0.03 0.08
H 0.466069 2.100326 -0.238646 -0.11 -0.05 0.05
H -1.502282 -0.154870 1.113498 -0.10 -0.04 -0.19
H 0.389776 -0.826259 2.144729 -0.05 -0.01 -0.01

Electronic energy per entry: -15361.8630 -8172.6708 -81075.3414 eV
ΔE to the lowest compared entry with this formula, charge and spin per entry: 27.1 28.5 0.0 kJ/mol
Max |F| per entry: 4.49 4.90 1.25 eV Å⁻¹